This record from the Open Molecules 2025 dataset describes C4H2Br2O as an isolated structure in a non-equilibrium geometry. The level of theory is the ωB97M-V functional and the def2-TZVPD basis.

CARTESIAN COORDINATES (ANGSTROEM)
Br: -0.9131 -1.1800 -3.5540
O: -0.7923 -1.6319 -0.9182
C: 0.5290 1.3434 1.8942
C: 0.3141 1.5143 0.4674
C: -0.3749 0.5349 1.2786
H: -1.0491 -0.2277 1.4046
H: 0.8554 1.5590 2.9834
C: -0.2074 -1.3005 -1.8473
Br: 1.6385 -0.6114 -1.7086

E_LUMO (alpha / beta) ... -0.11 / -2.48 eV
Max |F| ... 6.96 eV/A
Charge ... 0
Spin multiplicity ... 3
ΔE to the lowest compared entry with this formula, charge and spin ... 68.5 kJ/mol
Expectation value of S² ... 2.015
Frontier orbital gap (alpha / beta) ... 5.32 / 8.23 eV
DFT total energy ... -5376.57607 hartree



This record from the Open Molecules 2025 dataset describes a 9-piece molecular cluster, C27H64F6N8O7P overall in a non-equilibrium geometry. The level of theory is the ωB97M-V functional and the def2-TZVPD basis.

CARTESIAN COORDINATES (ANGSTROEM)
H: 30.4587 16.7914 8.5376
H: 31.3708 9.7565 2.4624
C: 30.3598 20.9450 2.0730
F: 27.9184 14.5355 0.8404
H: 24.3664 13.2640 -1.0440
H: 22.0381 13.3845 2.5198
H: 24.5950 17.9600 1.8780
C: 30.1784 15.9219 7.9414
C: 24.8473 14.6096 5.4517
N: 21.4932 15.3506 2.6975
H: 21.7591 10.5698 -0.9306
H: 24.8835 9.0435 -0.3920
O: 31.1093 12.4145 3.9813
C: 24.3054 18.8362 2.4594
H: 28.4126 9.9504 1.6106
H: 23.1733 15.6977 1.5322
N: 23.6640 11.2929 -0.5214
H: 21.6982 12.2900 -2.0027
C: 21.9470 14.1144 3.3174
C: 28.6601 19.1791 1.5395
H: 28.2730 17.6593 5.7979
F: 27.6117 16.1610 2.5476
H: 29.5938 18.4986 6.6632
H: 24.4589 11.4568 1.4218
H: 23.0355 12.7217 6.7185
H: 28.4095 17.5870 7.5703
C: 22.6455 12.8180 -2.1283
H: 26.3398 19.2897 4.2694
H: 22.8454 14.2476 3.9248
H: 21.3139 12.2281 0.6939
H: 21.0173 16.1830 4.5236
C: 28.5711 10.9827 1.9024
C: 22.4724 10.6043 -0.0955
H: 28.5984 13.5770 -5.2265
H: 30.8808 21.3571 2.9374
C: 30.5160 9.8505 3.1360
N: 29.7451 16.3669 6.6283
C: 21.6373 11.2465 1.0355
H: 26.4207 15.0382 -2.7882
H: 21.7854 16.6294 1.0164
C: 28.9713 17.6003 6.6325
F: 25.7177 14.1734 0.7912
C: 30.1552 12.2243 3.2604
H: 31.2116 20.6568 1.4422
H: 29.3763 15.3815 8.4515
C: 23.4941 19.1107 4.7449
H: 23.5809 18.6906 5.7636
F: 27.0514 14.0298 2.8271
O: 30.6992 19.5219 4.4763
H: 31.0386 15.2720 7.8000
C: 27.7047 12.9799 -2.1122
H: 27.7409 11.4434 2.4262
C: 26.4138 14.3498 -3.6307
N: 24.7237 13.1732 5.5720
O: 31.0604 14.9168 5.5112
H: 24.9382 14.9167 4.4126
C: 24.7439 11.0545 0.4366
C: 23.4720 12.6790 -0.8325
N: 24.4095 18.5973 3.8777
H: 24.4667 11.6672 7.0229
H: 29.3197 18.2168 3.8268
H: 21.1855 13.7353 4.0043
H: 22.4578 13.8636 -2.3784
H: 28.9366 11.4785 1.0019
C: 30.1791 15.7371 5.5045
H: 27.7238 12.0524 -4.9312
O: 24.9235 11.1360 4.6122
H: 24.4691 13.2553 7.6451
H: 24.5419 9.1159 1.3906
N: 29.6970 11.0147 2.8609
C: 20.9641 16.3539 3.4319
H: 25.6614 11.5668 0.1470
H: 25.3765 12.8983 3.6654
C: 24.1258 12.6724 6.7859
H: 22.6213 9.5431 0.0935
H: 29.2554 18.6195 0.8176
H: 28.1769 20.0547 1.1037
N: 27.5138 13.4393 -3.3665
H: 25.6779 15.0414 6.0133
H: 29.6420 16.0552 4.5963
H: 21.9117 14.9114 0.6421
O: 22.5891 19.8607 4.4579
N: 29.6895 19.7214 2.4530
H: 23.1678 12.3705 -2.9767
H: 25.5933 18.0800 5.4273
H: 23.2795 19.0505 2.1604
H: 29.1760 12.4102 -4.1008
H: 22.9363 13.2763 -0.0761
F: 25.3627 15.5722 2.5377
H: 24.9133 19.7066 2.1769
H: 27.8916 18.5836 2.0190
F: 26.4097 16.3543 0.6837
C: 25.7857 18.3587 4.3910
H: 29.6791 21.6621 1.6296
C: 29.9077 19.1244 3.6354
H: 29.9021 8.9564 2.9909
C: 25.0764 9.5563 0.5480
H: 27.0535 13.5213 -1.3996
H: 22.1926 11.3674 1.9690
H: 26.0852 17.4908 3.8083
C: 22.0814 15.6651 1.4151
C: 25.0141 12.3426 4.5378
H: 26.1282 9.4766 0.7890
H: 30.7757 9.8541 4.1923
P: 26.6835 15.1122 1.6871
O: 28.4230 12.0951 -1.7162
H: 20.8212 10.5584 1.2553
C: 28.2581 12.8857 -4.4553
O: 20.4681 17.3553 2.9911
H: 23.9010 15.0451 5.7951
H: 26.5796 14.9138 -4.5520
H: 25.4638 13.8510 -3.8470
H: 29.5098 13.0602 2.9382

E_LUMO ... 2.35 eV
Max |F| ... 2.64 eV/A
Charge ... -1
Spin multiplicity ... 1
ΔE to the lowest compared entry with this formula, charge and spin ... 145.8 kJ/mol
Frontier orbital gap ... 8.66 eV
DFT total energy ... -2972.73002 hartree



This record from the Open Molecules 2025 dataset describes a 10-piece molecular cluster, C29H85O40P9S overall in a non-equilibrium geometry. The level of theory is the ωB97M-V functional and the def2-TZVPD basis.

CARTESIAN COORDINATES (ANGSTROEM)
C: -5.1451 3.4355 -5.1760
H: 3.6732 -2.0002 -2.1778
H: -1.8899 4.1402 1.2693
C: -1.0050 -3.6343 -8.5870
H: -0.1475 4.0062 -3.4318
H: 1.9771 -6.9506 -2.7982
O: 1.5038 2.3190 6.6348
H: 1.9129 1.9176 0.8016
O: -6.8267 -1.9058 -0.8208
O: -1.7636 0.6179 5.6797
O: -3.2569 2.6124 5.8355
O: -2.5702 1.7138 3.4876
H: -7.6007 1.5523 -3.0399
C: -9.0958 -0.6343 0.9870
P: 0.2814 4.8546 -0.4927
P: -7.0149 -0.4771 -0.5268
O: 5.6630 -1.4935 -1.8604
H: 2.6780 -0.2159 2.1931
P: 1.3783 -4.5785 3.8632
H: 1.1066 5.1811 -3.8761
O: 4.3083 -6.1314 -1.6644
H: 1.5881 -6.3354 1.7612
O: -1.3642 -3.4440 -5.5344
C: 6.0626 -0.9923 -3.1409
H: -4.5000 0.6527 -0.2262
H: -0.7470 7.7108 0.7656
O: -0.0003 -1.1245 -1.0133
O: -8.5168 -0.0656 -0.1703
H: -1.7636 4.7813 4.3285
O: 5.1742 -1.7129 0.5912
H: 5.1489 -1.1222 -3.7192
O: -6.2062 -0.0732 0.8141
H: 0.1531 0.7656 7.2154
C: 1.2545 1.1569 1.2229
H: 0.8795 -1.2668 -3.6309
H: -0.2474 -0.8795 5.5791
H: -1.0088 -4.7909 2.7154
H: -4.3258 0.7243 1.4730
H: 6.4068 0.0382 -3.1659
O: 1.0389 4.6822 0.7596
C: -0.0055 -1.1768 -4.2536
H: -0.5446 0.1086 4.1038
H: -2.6656 0.4520 -3.7955
H: -2.0148 -3.2612 -8.7270
P: 3.8164 -4.9718 -2.4286
C: -3.0118 5.5766 -3.1091
O: -0.9793 3.8812 -0.6863
O: 4.0144 1.9197 6.0601
H: 1.9533 0.3393 7.3434
H: -5.4133 2.7221 -5.9503
H: -1.0337 -4.6089 -8.0952
H: 6.8566 -4.3941 -4.0051
H: -5.9325 4.1258 -4.8779
C: -0.8341 4.2513 4.5447
P: 5.9506 -0.7705 -0.4474
P: 2.5427 2.0605 5.4139
H: 1.7158 -1.9113 4.0534
H: 2.1549 -2.0500 5.7740
O: -6.4714 0.5411 -1.6214
H: 3.4287 -1.8944 4.5991
H: 4.4218 1.4847 8.0540
C: 2.7613 -2.5938 -2.0642
H: 2.3827 -2.6691 -3.0901
H: -2.9113 3.4315 -0.0900
H: -0.1280 4.8810 5.0836
P: -0.0242 -2.9551 -6.2576
P: -2.1610 1.9315 4.8780
H: 1.5131 -6.5544 -4.4439
H: 5.4611 2.4947 -0.4725
H: -4.2949 4.0072 -5.5529
O: -3.2041 1.8253 -2.3172
H: 5.7263 -3.4714 1.5018
H: -0.8522 -1.7560 -3.8783
C: 2.4404 -2.3269 4.7546
H: -0.3558 4.1711 3.5573
O: -4.7894 2.7913 -3.9304
H: -2.1732 7.2004 -0.2683
H: -2.3168 6.2084 -2.5614
C: -2.8762 2.9920 7.1639
H: -3.9856 6.0830 -3.0804
H: -3.7450 2.7977 7.8001
H: -1.0000 -2.9685 2.4887
C: 2.0305 -0.1085 1.3246
H: -4.3258 -0.8378 0.6200
C: -1.0812 -3.8016 3.1782
H: -3.8109 -0.2110 -2.5417
O: 1.6796 -4.3160 2.3058
H: -0.3569 -3.7949 -9.4430
O: 7.3692 -0.5384 -0.1774
C: 5.8103 -4.7072 -4.0301
C: 4.2278 2.3396 7.4090
O: 2.5132 3.4067 4.5712
O: 2.1109 0.9055 4.5767
H: -1.9504 -4.9752 -4.3818
H: -1.0351 -5.5321 -5.8303
H: 2.2397 -5.4768 0.6529
C: -4.8095 0.1406 0.6908
O: -2.2702 2.8185 -4.5077
C: 0.4238 4.8662 -3.0848
H: 3.3871 4.5103 3.0407
C: 5.4853 -3.1175 0.5051
O: -0.2959 6.3628 -0.6926
H: -1.6467 -1.1661 4.5860
C: 1.4114 -5.3283 1.3596
H: -8.6866 -1.5970 1.3173
H: -1.4588 6.2029 1.0248
O: 0.2409 0.9710 0.2814
C: -0.9918 -0.3816 4.9665
H: 6.3510 1.6173 -1.7146
O: -0.8884 2.9193 5.0023
H: 1.1089 1.5248 8.3633
O: 2.8387 -5.2483 -3.6306
H: -2.1233 0.1069 -2.1745
H: 0.4788 -5.2771 0.8062
H: 6.1881 -3.4279 -0.2678
O: 1.3225 -5.9737 4.3077
O: 2.4785 -3.7301 4.6129
C: 1.7317 -6.1221 -3.4694
O: -3.3028 4.2964 -2.5815
H: 0.8502 1.4397 2.1970
H: -2.1653 2.3365 7.6692
O: 1.0789 4.6451 -1.8401
O: 0.0524 -3.6665 4.0593
O: 1.0939 -3.9056 -6.0929
H: -1.6617 2.5589 0.6674
H: -8.9763 0.0054 1.8588
O: 4.9524 -4.0631 -3.0925
C: 1.1775 1.0986 7.3523
H: 4.5832 -3.6376 0.1674
H: -0.2075 5.7524 -2.9963
O: 0.9775 -1.0797 1.3312
H: 3.4796 2.9798 7.8762
H: 2.6233 3.1266 2.5682
H: -2.7487 5.5880 -4.1692
C: 3.2850 3.4725 3.3641
O: 3.0693 -3.8697 -1.5212
C: -7.1791 0.5595 -2.8809
H: -0.3789 -0.1526 -4.2868
H: 4.2579 3.0014 3.4702
H: 5.1146 2.9774 7.4086
H: -2.6616 -4.9302 -6.0413
H: -6.4756 0.2710 -3.6548
H: 4.6346 1.9497 -1.9053
C: -1.9238 3.5722 0.3416
H: -10.1320 -0.9534 0.8711
P: -3.2689 2.9459 -3.4326
S: -0.2086 -0.5733 0.2893
C: 5.4037 1.6668 -1.1826
H: -2.0241 -3.9378 3.7062
O: 0.1842 -1.4959 -5.6319
H: -8.0684 -0.0698 -2.8056
O: -1.5191 -0.6587 0.8566
H: 2.0399 -2.0446 -1.4656
H: 0.8753 -5.5993 -3.0395
C: -2.9784 0.4543 -2.7541
H: 5.4800 -4.4203 -5.0293
H: 6.8881 -1.5786 -3.5445
H: 2.6863 -0.3192 0.4725
O: 4.9958 0.5010 -0.4876
H: -2.6555 4.0541 7.1353
C: -1.2472 6.9107 0.2186
H: 5.8780 -5.7887 -3.9098
C: -1.7576 -4.8150 -5.4404
O: -0.4251 -2.6049 -7.7464

E_LUMO ... 0.43 eV
Max |F| ... 2.94 eV/A
Charge ... 0
Spin multiplicity ... 1
ΔE to the lowest compared entry with this formula, charge and spin ... 212.0 kJ/mol
Frontier orbital gap ... 10.47 eV
DFT total energy ... -7636.65334 hartree